Record 1
Here is 14 unconnected molecules or ions with the total composition C51H126N4O14 in a non-equilibrium geometry from the Open Molecules 2025 dataset. Energies are from ωB97M-V/def2-TZVPD.

As for the largest force on an atom: 3.30 eV Å⁻¹. The LUMO energy comes out at 0.2 eV. Its HOMO-LUMO gap is 8.315 eV. As for the energy relative to the best compared isomer or geometry (same formula, charge and spin): 0.00 kcal/mol.

Structure (ORCA input):
```
! wB97M-V def2-TZVPD RIJCOSX def2/J DEFGRID3
* xyz 0 1
C 1.63903 17.46099 -20.15943
C 0.70908 16.41514 -20.87311
C -0.08802 15.54310 -19.81381
C -1.11725 16.37486 -19.19940
C -2.10546 16.93670 -20.23144
C -1.48680 17.74726 -21.40506
N -0.25017 17.08997 -21.76444
O 0.41009 17.77167 -22.78460
C -2.45540 17.69922 -22.57385
C -1.25231 19.17465 -20.86376
C 1.65210 15.46155 -21.66108
H 1.29885 17.95553 -19.24960
H 1.97076 18.21488 -20.87337
H 2.54960 16.99529 -19.78246
H -0.46483 14.63756 -20.28932
H 0.55759 15.15706 -19.02498
H -0.71236 17.20155 -18.61568
H -1.60717 15.77954 -18.42890
H -2.68692 17.57525 -19.56644
H -2.94140 16.28292 -20.48020
H -3.40519 18.17239 -22.32465
H -2.09910 18.11905 -23.51454
H -2.62523 16.63050 -22.70455
H -2.04685 19.39225 -20.14999
H -0.28027 19.22937 -20.37362
H -1.34398 19.92847 -21.64570
H 2.34432 14.95511 -20.98843
H 2.19661 15.98234 -22.44871
H 1.20012 14.67676 -22.26765
H 0.70037 18.54238 -22.29128
C 7.12883 8.36144 -32.86380
C 5.59979 7.87568 -32.93171
C 4.79762 8.91838 -33.71108
C 3.47643 8.32494 -34.28245
C 3.67578 7.05466 -35.03276
C 4.49149 6.00218 -34.17742
N 5.70544 6.52237 -33.57614
O 6.46244 5.54161 -32.86698
C 3.51001 5.30769 -33.18642
C 4.97774 4.87431 -35.11354
C 5.01031 7.84494 -31.47456
H 7.14194 9.41982 -32.60349
H 7.66282 8.29270 -33.81157
H 7.64163 7.90470 -32.01732
H 4.51866 9.76871 -33.08881
H 5.44762 9.28880 -34.50379
H 2.89117 8.95978 -34.94771
H 2.81706 8.15151 -33.43202
H 3.98632 7.22862 -36.06302
H 2.67091 6.68943 -35.24474
H 2.64216 4.89274 -33.69901
H 4.01522 4.50747 -32.64558
H 3.08591 5.95225 -32.41651
H 5.75085 4.20752 -34.73171
H 4.07935 4.35435 -35.44617
H 5.46486 5.30138 -35.99012
H 5.26923 8.77734 -30.97288
H 5.31601 7.00049 -30.85687
H 3.92305 7.82415 -31.54899
H 7.10490 5.24064 -33.51372
C -1.88523 8.48874 -24.84417
C -0.95010 9.38846 -23.94714
C -0.75013 8.77576 -22.56284
C 0.12845 7.56129 -22.44006
C 1.49434 7.84522 -22.99396
C 1.44650 8.46817 -24.41222
N 0.42551 9.56160 -24.50831
O 0.44816 10.26743 -25.75516
C 2.82491 9.13619 -24.67308
C 1.19333 7.26350 -25.34270
C -1.69985 10.77377 -23.88603
H -1.86181 8.68819 -25.91550
H -2.88383 8.38379 -24.42003
H -1.59784 7.44326 -24.73245
H -0.39268 9.58259 -21.92303
H -1.70057 8.60238 -22.05816
H -0.32007 6.74980 -23.01313
H 0.22768 7.13813 -21.44047
H 1.91991 6.84172 -22.99141
H 2.15323 8.37449 -22.30561
H 3.61641 8.38980 -24.60575
H 2.97269 9.68338 -25.60412
H 3.02936 9.84522 -23.87084
H 1.00382 7.64360 -26.34655
H 2.04876 6.58798 -25.33713
H 0.29559 6.67300 -25.15975
H -2.59020 10.68455 -23.26361
H -1.89227 11.14476 -24.89272
H -1.06053 11.56283 -23.49011
H 0.51598 11.17697 -25.45559
C 3.40486 3.24880 -13.49424
C 3.13344 3.54442 -14.96218
C 4.10796 4.66109 -15.31204
C 4.49880 4.91598 -16.77418
C 4.78879 3.55886 -17.45294
C 3.76413 2.37816 -17.22986
N 3.48040 2.30444 -15.76938
O 2.58477 1.27012 -15.44976
C 2.47001 2.67256 -18.06142
C 4.44656 1.01476 -17.65716
C 1.62736 4.00730 -15.10804
H 3.34023 4.13964 -12.86949
H 4.35736 2.74174 -13.34024
H 2.67552 2.59461 -13.01653
H 3.53516 5.48062 -14.87805
H 5.01440 4.61440 -14.70846
H 5.36419 5.55198 -16.96055
H 3.60216 5.27591 -17.27877
H 5.82874 3.25719 -17.32810
H 4.85781 3.86341 -18.49724
H 1.95986 3.57859 -17.73437
H 2.77617 2.64745 -19.10724
H 1.68548 1.93904 -17.87555
H 3.73969 0.18602 -17.69752
H 4.88206 1.08593 -18.65385
H 5.17308 0.67999 -16.91677
H 0.99075 3.29568 -15.63380
H 1.44035 4.94750 -15.62685
H 1.24187 4.11289 -14.09396
H 3.07428 0.69666 -14.85553
O -6.46815 9.72998 -19.28102
H -6.02264 10.40333 -19.79518
H -6.79372 9.10764 -19.93135
O -0.90441 9.42333 -30.03667
H -0.45420 9.84317 -29.30368
H -1.17873 8.57259 -29.69429
O -1.41798 5.30850 -29.70458
H -1.71250 4.40516 -29.58849
H -0.95201 5.30341 -30.54069
O -8.26206 7.82131 -22.15382
H -9.00996 7.31682 -21.83384
H -8.29034 7.71547 -23.10472
O 0.27235 15.35987 -26.19770
H 0.98214 15.98267 -26.35434
H -0.07187 15.59972 -25.33734
C -9.76308 7.97321 -27.18277
C -8.42018 7.25708 -27.41538
C -7.26620 8.24053 -27.80309
O -8.07624 6.64797 -26.18878
H -10.11900 8.41434 -28.11381
H -9.64564 8.74387 -26.42093
H -10.39982 7.19356 -26.76467
H -8.54416 6.57091 -28.25317
H -7.01057 8.95798 -27.02333
H -7.62371 8.79087 -28.67338
H -6.33630 7.71426 -28.01855
H -7.87697 5.71755 -26.31611
C 5.86185 11.38062 -17.63916
C 5.46801 12.31177 -16.50569
C 5.48915 11.58430 -15.12520
O 6.39040 13.34343 -16.33849
H 6.18692 11.90321 -18.53879
H 5.12678 10.64210 -17.95911
H 6.72236 10.75379 -17.40527
H 4.54606 12.76028 -16.87574
H 5.30545 12.33329 -14.35490
H 6.52118 11.28353 -14.94472
H 4.86220 10.69619 -15.04585
H 7.27178 12.99275 -16.48612
C 5.48319 16.47932 -30.53242
C 4.61933 15.70328 -29.56606
C 5.14220 14.31788 -29.25932
O 4.51008 16.47287 -28.38539
H 5.09158 17.48367 -30.69366
H 5.53293 15.95291 -31.48558
H 6.48616 16.57472 -30.11642
H 3.57198 15.67601 -29.86673
H 6.10710 14.36787 -28.75480
H 5.21734 13.68492 -30.14353
H 4.41123 13.86840 -28.58719
H 5.42541 16.74170 -28.27810
C 7.11766 3.04469 -26.63661
C 8.20011 3.18360 -25.52621
C 7.62487 3.18535 -24.09272
O 9.00916 2.06199 -25.63919
H 6.53241 2.15899 -26.38939
H 7.65052 2.98287 -27.58547
H 6.33612 3.78967 -26.48727
H 8.73908 4.12110 -25.66291
H 8.42027 3.15998 -23.34789
H 6.93497 2.37738 -23.84910
H 7.10238 4.13709 -23.99644
H 8.96445 1.81251 -26.56512
C 11.23358 12.70577 -28.54227
C 11.21658 11.54560 -27.56606
C 9.90146 10.75875 -27.41518
O 12.32345 10.71369 -27.84899
H 11.09282 12.47005 -29.59712
H 12.18810 13.21998 -28.43016
H 10.41479 13.40754 -28.38352
H 11.37227 12.00702 -26.59089
H 9.13356 11.28827 -26.85123
H 10.04925 9.85779 -26.81975
H 9.52046 10.49972 -28.40303
H 13.11423 11.19924 -27.60301
*
```

***

Record 2
Here is a molecular structure, C51H127N8O17Zn in a non-equilibrium geometry from the Open Molecules 2025 dataset. Energies are from ωB97M-V/def2-TZVPD.

As for the largest force on an atom: 3.78 eV Å⁻¹. The LUMO energy comes out at -8.6 eV. Its HOMO-LUMO gap is 0.822 eV. As for the energy relative to the best compared isomer or geometry (same formula, charge and spin): 390.37 kcal/mol.

Structure (ORCA input):
```
! wB97M-V def2-TZVPD RIJCOSX def2/J DEFGRID3
* xyz 1 1
Zn -5.32859 -3.35346 -6.67407
C -1.44432 -3.31993 -1.03189
C -2.43680 -2.12912 -1.35245
C -1.55174 -0.86092 -1.47866
O -3.15862 -2.19108 -2.55716
H -1.18537 -3.31258 0.02688
H -0.56696 -3.26676 -1.67650
H -1.84133 -4.32624 -1.16540
H -3.13204 -1.90653 -0.54301
H -0.64876 -0.88245 -2.08880
H -1.13101 -0.65501 -0.49445
H -2.23536 -0.02994 -1.65257
C -12.19736 -1.58386 -3.59722
O -11.32734 -0.54252 -3.28449
C -10.41747 -0.89254 -2.31054
C -9.93080 0.34566 -1.67001
N -9.05310 1.05521 -2.67329
C -8.51302 2.28546 -2.10411
C -7.93976 3.04240 -3.29416
O -8.94592 3.63207 -4.12423
C -8.74109 4.93781 -4.60081
H -11.69445 -2.52955 -3.79927
H -12.72606 -1.51292 -4.54777
H -12.98563 -1.78170 -2.87086
H -9.62019 -1.53041 -2.69206
H -10.92487 -1.55148 -1.60595
H -9.32340 0.11438 -0.79497
H -10.70456 1.02271 -1.30812
H -8.27073 0.45996 -2.90503
H -7.81877 1.90614 -1.35429
H -9.19108 2.88092 -1.49278
H -7.36171 2.42799 -3.98442
H -7.27919 3.83396 -2.94036
H -7.94463 4.93949 -5.34496
H -8.38328 5.57496 -3.79204
H -9.62591 5.47585 -4.94098
C -5.37360 2.84689 5.50627
O -6.31204 2.13227 6.35054
C -7.38552 1.55708 5.68186
C -8.65700 2.42670 5.78885
N -9.78064 1.65168 5.17998
C -11.08618 2.29579 5.37161
C -11.72694 1.61540 6.64812
O -11.87532 0.22370 6.72787
C -12.22143 -0.19587 7.99222
H -5.24086 2.18826 4.64796
H -4.45323 2.89939 6.08787
H -5.67433 3.82854 5.14016
H -7.59154 0.62330 6.20504
H -7.21640 1.16362 4.67951
H -8.35781 3.42698 5.47573
H -9.05718 2.58059 6.79099
H -10.07684 0.79766 5.63053
H -11.63072 2.03115 4.46521
H -11.07139 3.38464 5.41920
H -12.75724 1.96856 6.69141
H -11.35577 2.01782 7.59067
H -13.09698 0.38984 8.27234
H -11.51804 0.05838 8.78514
H -12.50988 -1.24551 8.04823
C 4.93003 -2.94859 8.15028
O 3.70164 -2.63290 8.69769
C 2.63218 -3.55200 8.39002
C 1.55381 -3.28309 9.41775
N 1.98856 -2.79825 10.68340
C 2.77033 -3.70940 11.45201
C 2.54660 -3.46779 12.90140
O 3.30011 -2.38841 13.39275
C 3.13112 -2.11284 14.76865
H 5.57577 -2.09965 8.37476
H 4.89405 -3.18177 7.08612
H 5.31890 -3.83398 8.65323
H 3.02179 -4.56981 8.40909
H 2.29116 -3.38843 7.36774
H 0.86781 -4.09512 9.65884
H 0.98118 -2.38979 9.16835
H 2.62623 -2.06294 10.41356
H 3.76627 -3.52986 11.04709
H 2.38832 -4.73004 11.43071
H 2.71303 -4.30752 13.57612
H 1.49231 -3.21223 13.00751
H 3.89940 -1.38080 15.01757
H 3.27691 -2.92368 15.48236
H 2.20141 -1.61860 15.05059
C 0.67570 -16.26559 -5.42430
O 0.89041 -15.12986 -4.60280
C -0.15852 -14.29411 -4.17819
C -0.29758 -13.08929 -5.14703
N 0.87111 -12.26667 -5.44308
C 1.51666 -11.82512 -4.19794
C 2.07156 -10.42863 -4.33269
O 3.10956 -10.30656 -3.44393
C 4.26569 -11.12591 -3.71889
H -0.35255 -16.60229 -5.55636
H 1.15567 -17.14586 -4.99666
H 1.05063 -16.02124 -6.41819
H 0.15493 -13.98723 -3.18035
H -1.13925 -14.76053 -4.08482
H -1.03881 -12.44329 -4.67653
H -0.75394 -13.45616 -6.06640
H 1.46310 -12.94898 -5.89485
H 2.07899 -12.66615 -3.79230
H 0.73906 -11.74315 -3.43853
H 1.28958 -9.67685 -4.22568
H 2.57321 -10.17984 -5.26784
H 4.95331 -10.66185 -3.01184
H 4.63214 -10.88974 -4.71792
H 4.25916 -12.21571 -3.73872
C -2.38335 1.51692 -9.61144
O -1.28563 0.81204 -9.21446
C -1.52522 -0.47973 -8.65898
C -1.72442 -1.51590 -9.78853
N -2.10887 -2.89138 -9.37132
C -1.00117 -3.73507 -8.81139
C 0.04700 -3.88851 -9.84591
O -0.49933 -4.47969 -11.01946
C -0.68872 -5.89667 -11.05860
H -1.96729 2.47171 -9.93293
H -3.08810 1.76089 -8.81651
H -3.03814 1.07068 -10.35991
H -2.33407 -0.44740 -7.92903
H -0.58356 -0.64467 -8.13535
H -0.99566 -1.28196 -10.56459
H -2.62399 -1.19836 -10.31583
H -2.22839 -3.49984 -10.16856
H -1.50961 -4.69103 -8.68596
H -0.71292 -3.25420 -7.87663
H 0.87049 -4.40320 -9.35089
H 0.49430 -2.97221 -10.23120
H -1.63030 -6.24102 -10.63085
H 0.09799 -6.32373 -10.43666
H -0.47114 -6.26425 -12.06141
C 6.03254 4.54703 3.80589
O 6.54292 5.71704 3.15582
C 6.49704 6.78422 4.05981
C 7.24879 8.09066 3.47983
N 7.46253 9.07338 4.50781
C 8.26857 8.79883 5.70327
C 9.77506 8.77838 5.52401
O 10.29582 10.10567 5.10022
C 11.76022 10.16357 5.09072
H 5.18699 4.73468 4.46765
H 6.75336 4.13988 4.51493
H 5.79609 3.79593 3.05222
H 6.80695 6.44621 5.04865
H 5.51580 7.09082 4.42211
H 6.65725 8.55904 2.69319
H 8.11974 7.66259 2.98354
H 8.09832 9.72228 4.06647
H 7.84667 7.89059 6.13360
H 8.12632 9.52734 6.50147
H 9.79896 8.06974 4.69615
H 10.40113 8.49707 6.37078
H 12.10432 9.23842 4.62834
H 12.39237 10.04719 5.97103
H 12.07015 11.02327 4.49660
C 14.79501 -0.23150 -1.31190
O 13.64580 -1.08217 -1.19423
C 13.82276 -2.40491 -1.61912
C 12.65152 -2.82181 -2.46995
N 12.16573 -1.81551 -3.43482
C 11.13854 -2.28622 -4.28505
C 9.76699 -2.55258 -3.64496
O 9.20061 -1.33805 -3.23401
C 7.89486 -1.44387 -2.67179
H 14.98401 -0.04514 -2.36910
H 15.64848 -0.73499 -0.85783
H 14.79902 0.78293 -0.91313
H 14.02658 -3.08289 -0.79032
H 14.70177 -2.57801 -2.23998
H 11.89385 -2.89233 -1.68953
H 12.74745 -3.86194 -2.78146
H 11.74451 -1.07888 -2.88705
H 11.52609 -3.11270 -4.88074
H 11.05519 -1.45340 -4.98330
H 9.79878 -3.22981 -2.79147
H 9.11566 -2.91858 -4.43864
H 7.58645 -0.46059 -2.31658
H 7.97953 -2.18670 -1.87862
H 7.17025 -1.73858 -3.43086
C -1.55253 9.06129 -3.82042
O -2.40211 8.48550 -2.88637
C -1.94553 8.01630 -1.63729
C -1.66507 9.22531 -0.79286
N -2.99231 9.80239 -0.38138
C -2.81827 11.14862 -0.05638
C -3.95213 11.72891 0.73776
O -5.08660 12.06699 -0.14560
C -6.00406 13.05982 0.31088
H -0.96903 8.36805 -4.42627
H -0.85143 9.83101 -3.49781
H -2.21792 9.51044 -4.55772
H -1.04339 7.41509 -1.75032
H -2.63795 7.43448 -1.02887
H -1.09294 9.91893 -1.40903
H -0.98040 8.99807 0.02426
H -3.50137 9.62885 -1.23627
H -2.70291 11.76637 -0.94699
H -1.87016 11.35110 0.44179
H -3.49416 12.64912 1.10053
H -4.20749 11.08476 1.57917
H -6.75129 13.24305 -0.46123
H -5.57320 13.99868 0.65874
H -6.48565 12.65308 1.20012
*
```